(1)
Density functional theory data (wB97M-V/def2-TZVPD) for a molecular structure, C37H30GaIN6O4PS.

Each line ends with the Mulliken charge.
Geometry (Å):
Ga (-0.0850, -0.3853, -0.2371)  0.7935
I (0.5783, 1.0731, 2.1288)  0.1308
C (-1.1264, 0.7162, 3.2771)  -0.6357
C (-1.5776, 1.8513, 3.8960)  -0.5664
C (-2.6333, 1.8119, 4.8229)  -0.8364
C (-3.1691, 0.6071, 5.1537)  -0.8642
C (-2.7101, -0.5880, 4.5481)  1.0288
C (-3.2400, -1.8144, 5.0212)  -0.9401
C (-2.8036, -3.0008, 4.5231)  -1.2591
C (-1.8993, -2.9885, 3.4483)  -0.5655
C (-1.3881, -1.8302, 2.9119)  0.7935
P (-0.4961, -2.1543, 1.3456)  1.0957
C (-1.4483, -3.4553, 0.5223)  0.5356
C (-1.1134, -4.8053, 0.6052)  -0.1196
C (-1.9090, -5.7558, -0.0183)  -0.8698
C (-3.0425, -5.3635, -0.7158)  -0.6904
C (-3.3813, -4.0193, -0.7951)  -0.8162
C (-2.5856, -3.0642, -0.1844)  -0.9269
C (1.1067, -2.8475, 1.8100)  0.7894
C (1.8164, -3.6434, 0.9074)  -0.2602
C (3.0842, -4.0961, 1.2258)  -1.0622
C (3.6613, -3.7510, 2.4415)  -0.8132
C (2.9629, -2.9624, 3.3411)  -0.7337
C (1.6877, -2.5132, 3.0295)  -1.0822
C (-1.7156, -0.5676, 3.5276)  1.0169
H (-1.1041, 2.8016, 3.6829)  0.4486
H (-2.9769, 2.7249, 5.2893)  0.4934
H (-3.9502, 0.5327, 5.8999)  0.4065
H (-3.9844, -1.7805, 5.8072)  0.4241
H (-3.1756, -3.9418, 4.9045)  0.4539
H (-1.6417, -3.9417, 3.0057)  0.5027
H (-0.2394, -5.1247, 1.1575)  0.5525
H (-1.6448, -6.8032, 0.0476)  0.4716
H (-3.6651, -6.1059, -1.1983)  0.4323
H (-4.2614, -3.7087, -1.3420)  0.4804
H (-2.8454, -2.0164, -0.2705)  0.4579
H (1.3761, -3.9222, -0.0419)  0.6470
H (3.6249, -4.7138, 0.5206)  0.4500
H (4.6550, -4.1020, 2.6867)  0.4183
H (3.4086, -2.6936, 4.2894)  0.4624
H (1.1475, -1.9040, 3.7440)  0.3806
N (-3.9044, 6.3111, 1.3492)  -0.4874
C (-3.4891, 5.1455, 0.7654)  1.1284
C (-3.2842, 3.9919, 1.5350)  -0.9842
C (-2.8279, 2.8331, 0.9444)  -0.2388
C (-2.5614, 2.8044, -0.4202)  -0.5213
C (-2.7909, 3.9344, -1.2065)  -0.6245
C (-3.2408, 5.0924, -0.6159)  -0.8729
S (-2.0409, 1.3280, -1.1642)  1.2915
O (-2.6791, 1.1902, -2.4326)  -0.7806
O (-2.2255, 0.2289, -0.1760)  -0.5484
N (-0.4068, 1.2322, -1.2525)  0.4907
C (0.4685, 2.3057, -1.3565)  0.8158
N (0.1134, 3.3605, -2.0850)  -0.5058
C (1.0287, 4.3202, -2.1973)  -0.2952
C (2.2925, 4.2175, -1.6408)  -0.7521
C (2.5499, 3.0723, -0.9089)  -0.3052
N (1.6363, 2.1189, -0.7374)  -0.2516
H (-4.2947, 6.2786, 2.2742)  0.2158
H (-4.2602, 7.0436, 0.7612)  0.2196
H (-3.5074, 4.0092, 2.5953)  0.3192
H (-2.6996, 1.9325, 1.5319)  0.8676
H (-2.6254, 3.8973, -2.2715)  0.4881
H (-3.4186, 5.9711, -1.2241)  0.3051
H (0.7416, 5.1978, -2.7670)  0.4600
H (3.0338, 4.9919, -1.7700)  0.4083
H (3.5093, 2.9073, -0.4311)  0.5020
C (0.5946, -3.2622, -3.9235)  -0.9239
N (1.4109, -2.5439, -2.9437)  0.3299
C (2.7976, -2.6039, -2.9348)  -0.0399
C (3.5424, -1.9571, -2.0309)  -1.0561
C (2.9093, -1.1496, -0.9800)  0.6080
O (3.5021, -0.5585, -0.1042)  -0.6303
N (1.5220, -1.1411, -1.0636)  0.5123
C (0.8073, -1.7994, -1.9952)  0.1368
O (-0.4457, -1.6657, -1.8915)  -0.7204
H (1.2393, -3.5730, -4.7411)  0.3637
H (-0.1787, -2.6004, -4.3033)  0.2935
H (0.1281, -4.1350, -3.4693)  0.2901
H (3.2282, -3.2132, -3.7173)  0.3868
H (4.6195, -2.0209, -2.0539)  0.4810

The molecular weight comes out at 882.4 g/mol. The lowest unoccupied orbital energy is -2.65 eV. The net charge is +1. Its calculated total energy is -5019.42460 Eh. The spin multiplicity is 1.

=====

(2)
Density functional theory data (wB97M-V/def2-TZVPD) for a molecular structure, C37H30N13STcTe.

Each line ends with the Mulliken charge.
Geometry (Å):
Tc (12.1111, 13.0745, 17.3446)  -0.8054
C (11.1437, 9.8680, 20.0670)  -1.8727
C (11.2173, 11.1253, 19.3234)  0.2287
N (12.1859, 11.3802, 18.4917)  1.1589
N (13.0348, 10.3560, 18.2182)  -1.0896
C (13.9918, 10.7054, 17.3817)  0.3929
N (14.5506, 9.6944, 16.6424)  -0.3511
S (14.4408, 12.3603, 17.0822)  -0.4130
C (10.0452, 11.9670, 19.0996)  0.9774
C (8.7151, 11.7417, 19.5124)  -1.0495
C (7.6676, 12.4047, 18.9326)  -0.2464
C (7.9127, 13.3981, 17.9698)  -0.9924
C (9.1918, 13.6321, 17.6536)  -0.2706
N (10.2157, 12.9308, 18.1623)  0.4832
H (12.1152, 9.6538, 20.5508)  0.3593
H (11.0790, 9.0977, 19.3123)  0.3250
H (10.3807, 9.7949, 20.8128)  0.5402
H (14.3338, 8.8107, 17.1057)  0.2624
H (15.5078, 9.8160, 16.3617)  0.2585
H (8.5086, 10.9972, 20.2768)  0.2919
H (6.6383, 12.2217, 19.2145)  0.4339
H (7.0910, 13.9007, 17.5132)  0.5086
H (9.4860, 14.3608, 16.9204)  0.5673
N (13.3784, 16.2303, 17.0872)  0.0769
C (12.4039, 15.9373, 16.2109)  0.1086
N (12.0590, 16.6962, 15.1930)  -0.5503
N (11.0980, 15.9851, 14.5464)  -0.6701
N (10.9190, 14.8787, 15.1321)  -0.2402
N (11.7382, 14.7699, 16.1885)  0.6715
C (13.3219, 15.7685, 18.3986)  0.2628
N (13.9842, 16.3424, 19.3670)  -0.5366
N (13.6937, 15.6188, 20.4506)  -0.7120
N (12.9468, 14.5858, 20.1372)  -0.5326
N (12.6572, 14.6774, 18.7868)  0.9243
H (13.7698, 17.1554, 17.0117)  0.3554
Te (11.1630, 13.8282, 12.0853)  0.4914
C (11.9739, 13.3509, 10.1351)  -0.0093
C (13.3431, 13.3738, 9.8462)  0.0584
C (13.8185, 12.9964, 8.6008)  -0.8004
C (12.9372, 12.5721, 7.6161)  -0.2963
C (11.5521, 12.4981, 7.8980)  -0.6503
C (11.1101, 12.9053, 9.1541)  -0.4320
C (12.9110, 14.8325, 12.7023)  -0.0368
C (13.0943, 16.1702, 12.2911)  -0.5743
C (14.1664, 16.8981, 12.7772)  -0.4924
C (15.0037, 16.3342, 13.7648)  -0.5988
C (14.8187, 15.0104, 14.1341)  -0.4171
C (13.7780, 14.2476, 13.5919)  -0.1086
H (14.0254, 13.6929, 10.5902)  0.5077
H (14.8703, 12.9828, 8.3834)  0.3732
H (13.2794, 12.2320, 6.6217)  0.3094
H (10.8297, 12.1689, 7.1636)  0.3791
H (10.0633, 12.9098, 9.3902)  0.3441
H (12.3569, 16.5838, 11.6114)  0.4533
H (14.2710, 17.9206, 12.4429)  0.3276
H (15.7802, 16.9401, 14.1828)  0.4461
H (15.4673, 14.5105, 14.8626)  0.3731
H (13.5651, 13.2360, 13.9162)  0.1968
C (11.5070, 11.7014, 15.9412)  0.5617
C (11.1195, 10.7662, 15.2405)  0.6600
C (10.5263, 9.8247, 14.4033)  -0.8395
C (11.3521, 9.2013, 13.3606)  0.1307
C (11.1022, 7.8752, 12.9704)  -0.2944
C (11.8801, 7.2235, 12.0449)  -0.6862
C (12.9549, 7.8928, 11.4474)  -0.5214
C (13.1472, 9.2423, 11.7627)  -0.6119
C (12.3899, 9.8857, 12.7039)  -0.3223
C (9.0848, 9.5759, 14.5122)  0.4525
C (8.3128, 9.1770, 13.4369)  -0.2823
C (6.9215, 9.0067, 13.5734)  -0.7641
C (6.3009, 9.2778, 14.7782)  -0.5254
C (7.0641, 9.6673, 15.8641)  -0.4940
C (8.4489, 9.8345, 15.7589)  -0.2781
H (10.3039, 7.3377, 13.4443)  0.5227
H (11.6988, 6.1608, 11.8070)  0.3267
H (13.6099, 7.3846, 10.7594)  0.4070
H (13.9531, 9.8043, 11.2680)  0.3654
H (12.5331, 10.9372, 12.8570)  0.5647
H (8.7394, 9.0432, 12.4508)  0.5284
H (6.3835, 8.6907, 12.7048)  0.4130
H (5.2135, 9.2276, 14.8923)  0.3531
H (6.5967, 9.8882, 16.8142)  0.3977
H (9.0419, 10.2464, 16.5691)  0.2370

The molecular weight comes out at 914.4 g/mol. The lowest unoccupied orbital energy (spin up / spin down) is 1.55 / 1.28 eV. The net charge is -1. Its calculated total energy is -2886.77495 Eh. The spin multiplicity is 4.

=====

(3)
Density functional theory data (wB97M-V/def2-TZVPD) for 6 unconnected molecules or ions with the total composition C37H31BrO26S.

Each line ends with the Mulliken charge.
Geometry (Å):
C (-7.4009, 6.7259, -3.5124)  -0.9726
C (-6.1346, 7.2669, -4.1185)  0.7330
O (-6.0086, 8.3295, -4.6299)  -0.5073
O (-5.0245, 6.4416, -4.0420)  -0.3541
C (-5.1039, 5.1355, -3.5996)  0.1952
O (-5.5499, 4.2705, -4.2711)  -0.5397
C (-4.5323, 4.9898, -2.2073)  -0.0464
O (-4.1352, 3.6522, -1.9909)  -0.2703
S (-4.7119, 2.9219, -0.6282)  0.5694
O (-3.9439, 1.7066, -0.5787)  -0.4074
O (-4.1449, 3.9906, 0.4449)  -0.2583
C (-2.7462, 3.9793, 0.7616)  -0.9109
C (-2.4957, 3.7197, 2.2374)  0.2298
C (-2.8183, 4.9453, 3.0898)  -1.2749
Br (-3.5403, 2.2071, 2.8610)  -0.1502
H (-8.1750, 7.4738, -3.6570)  0.3042
H (-7.7000, 5.7936, -3.9929)  0.3162
H (-7.2781, 6.5413, -2.4426)  0.2962
H (-5.3096, 5.3075, -1.4994)  0.3526
H (-3.6786, 5.6600, -2.0958)  0.3050
H (-2.2138, 3.2766, 0.1205)  0.5494
H (-2.3812, 4.9898, 0.5458)  0.3538
H (-1.4551, 3.4285, 2.3683)  0.4021
H (-1.9517, 5.6113, 3.1235)  0.3088
H (-3.0591, 4.6646, 4.1124)  0.3702
H (-3.6674, 5.4908, 2.6737)  0.3283
C (1.3793, 1.8915, 7.5009)  -0.9877
C (0.6396, 2.6678, 6.6970)  0.3034
C (-0.4432, 2.1088, 5.7924)  1.0476
O (-1.0653, 2.9285, 5.1385)  -0.5147
C (-0.6788, 0.6829, 5.7743)  -0.9778
C (0.0590, -0.0899, 6.5855)  0.3369
C (1.1288, 0.4688, 7.5044)  0.9843
O (1.7167, -0.3419, 8.1974)  -0.6355
O (-0.0598, -1.4063, 6.6721)  -0.5892
O (0.7645, 3.9820, 6.6105)  -0.6016
H (2.1493, 2.2830, 8.1502)  0.4403
H (-1.4406, 0.2914, 5.1131)  0.4594
H (0.5958, -1.6928, 7.3426)  0.3817
H (0.0912, 4.2713, 5.9614)  0.3652
C (0.8682, -2.3125, 2.7699)  -1.1228
C (1.8853, -3.1049, 2.3983)  0.3932
C (2.0584, -3.5769, 0.9675)  0.6679
O (3.0492, -4.2602, 0.7646)  -0.4355
C (1.0882, -3.2048, -0.0262)  -1.1848
C (0.0656, -2.4168, 0.3476)  0.3119
C (-0.0953, -1.9124, 1.7735)  1.2202
O (-1.0576, -1.1915, 1.9703)  -0.6168
O (-0.8823, -1.9990, -0.4663)  -0.5919
O (2.8137, -3.5515, 3.2252)  -0.5968
H (0.7281, -1.9773, 3.7863)  0.6674
H (1.2170, -3.5610, -1.0383)  0.4849
H (-1.4828, -1.4378, 0.0680)  0.3648
H (3.4151, -4.1340, 2.7142)  0.2933
C (5.8419, -8.3536, -0.0224)  -0.7562
C (5.2047, -7.3154, 0.5397)  0.3203
C (5.2728, -7.0372, 2.0326)  0.9081
O (4.6812, -6.0483, 2.4348)  -0.5149
C (6.0297, -7.9310, 2.8761)  -1.1889
C (6.6659, -8.9663, 2.3082)  0.3474
C (6.6163, -9.2334, 0.8152)  1.1651
O (7.2499, -10.1997, 0.4263)  -0.6528
O (7.3937, -9.8476, 2.9706)  -0.5949
O (4.4912, -6.4343, -0.1410)  -0.5517
H (5.8088, -8.5519, -1.0844)  0.4316
H (6.0657, -7.7324, 3.9378)  0.4688
H (7.7333, -10.4714, 2.2952)  0.3812
H (4.1111, -5.7949, 0.4966)  0.3671
C (6.9447, -2.2517, 0.3461)  -0.8228
C (6.9157, -3.5512, 0.0081)  0.2869
C (7.8604, -4.5684, 0.6226)  1.1420
O (7.7213, -5.7233, 0.2567)  -0.6280
C (8.8390, -4.1224, 1.5859)  -1.1923
C (8.8690, -2.8228, 1.9171)  0.3613
C (7.9116, -1.8079, 1.3196)  1.0811
O (8.0324, -0.6614, 1.7162)  -0.6483
O (9.7145, -2.2952, 2.7842)  -0.5877
O (6.0673, -4.0639, -0.8597)  -0.6204
H (6.2712, -1.5229, -0.0822)  0.4779
H (9.5143, -4.8514, 2.0109)  0.4529
H (9.4958, -1.3412, 2.8251)  0.3778
H (6.2405, -5.0242, -0.9163)  0.3339
C (-7.3974, 3.1955, -10.2410)  -1.0809
C (-7.6778, 2.4482, -9.1635)  0.3624
C (-7.2239, 2.8288, -7.7652)  1.0111
O (-7.5641, 2.0723, -6.8722)  -0.6636
C (-6.4420, 4.0299, -7.5869)  -1.0373
C (-6.1612, 4.7759, -8.6658)  0.2551
C (-6.6311, 4.4070, -10.0602)  0.9869
O (-6.3214, 5.1752, -10.9542)  -0.6435
O (-5.4570, 5.8947, -8.6304)  -0.5636
O (-8.3700, 1.3222, -9.1973)  -0.5756
H (-7.7199, 2.9319, -11.2382)  0.4185
H (-6.1099, 4.2876, -6.5905)  0.8312
H (-5.4202, 6.2204, -9.5527)  0.3781
H (-8.4145, 1.0111, -8.2692)  0.3875

The molecular weight comes out at 1003.6 g/mol. The lowest unoccupied orbital energy is -1.59 eV. Its calculated total energy is -6356.96328 Eh. The spin multiplicity is 1.